Molecular formula: C3H8N2OS
Method: DFT, the ωB97M-V functional and the def2-TZVPD basis

SMILES string	CNC(=S)N(C)O
LUMO energy	0.6	eV

Atoms and positions in Å:
H -2.172 1.313 1.173
H 0.799 1.148 -1.202
N -0.557 0.657 -0.021
C 1.872 -0.967 0.312
N 0.656 -1.320 -0.368
C -1.742 1.476 0.149
H 2.576 -1.762 0.061
H -1.476 2.541 0.017
O 0.592 1.342 -0.272
H -2.494 1.141 -0.568
C -0.579 -0.719 -0.194
H 2.226 0.002 -0.038
S -1.976 -1.588 -0.049
H 0.508 -2.343 -0.427
H 1.767 -0.922 1.426

Here are the natural (NBO) charges for atoms 1 to 6, given in e: 0.218, 0.465, -0.145, -0.412, -0.626, -0.435